This record from OMol25 describes a structure of composition C77H176As5F30N7O2P in a non-equilibrium geometry. The level of theory is ωB97M-V with the def2-TZVPD basis set.

Its LUMO energy is -4.814 eV. The HOMO-LUMO gap comes out at 0.2695 hartree.

```
! RIJCOSX wB97M-V def2-TZVPD def2/J DEFGRID3
* xyz 3 1
As 5.190 5.267 17.655
As -3.940 13.231 26.494
As 13.622 10.278 25.865
As 3.745 15.723 17.723
As 3.453 1.869 30.306
P -2.793 20.081 21.134
F -5.021 14.016 25.312
F 3.626 17.506 17.315
F -5.292 12.113 26.913
F 4.860 4.402 19.176
F 3.575 6.037 17.792
F 13.873 11.715 26.752
F -2.533 14.303 26.083
F 2.523 3.337 30.649
F 2.514 15.368 16.465
F 4.458 0.393 30.110
F 5.361 6.232 16.116
F 13.521 8.717 25.058
F 3.871 13.959 18.001
F 12.388 11.067 24.788
F 12.216 9.735 26.826
F 6.825 4.516 17.500
F 4.962 16.009 18.985
F 1.982 1.114 29.701
F 2.509 15.928 18.987
F 5.889 6.550 18.626
F 4.438 3.868 16.790
F 3.921 2.547 28.654
F -2.777 12.351 27.529
F -3.484 12.111 25.082
F -4.438 14.322 27.796
F 14.723 9.427 27.051
F 15.057 10.739 24.867
F 4.930 2.681 30.933
F 5.041 15.597 16.534
F 3.035 1.284 31.917
O 6.159 12.478 28.887
O 2.555 8.276 34.879
N 4.475 12.059 26.110
N 9.791 18.351 39.620
N -0.272 11.826 11.688
N 5.094 7.077 35.970
N 9.601 2.349 24.741
N 8.178 22.169 17.959
N 16.101 9.399 37.587
C 10.925 3.341 26.813
C 8.332 17.890 37.615
C -3.578 21.039 24.873
C 6.851 22.876 18.206
C 18.164 7.132 40.154
C 17.506 8.406 39.638
C 0.040 13.345 11.521
C 5.267 7.310 34.444
C 0.142 12.104 9.316
C -4.128 20.172 22.468
C 16.370 8.206 38.535
C 11.140 3.302 28.293
C 0.494 19.766 23.811
C 10.714 1.446 24.216
C -5.704 16.647 18.222
C 9.420 18.911 37.225
C 15.455 8.990 35.280
C 14.929 9.072 36.665
C 8.212 21.305 16.593
C 9.741 2.477 26.240
C 11.218 17.735 39.453
C 9.414 3.770 24.162
C 5.174 13.093 25.149
C -2.226 10.529 15.680
C 8.623 17.474 39.099
C 4.306 8.341 36.536
C 8.468 21.234 19.149
C -1.291 11.644 12.815
C 9.315 23.198 17.763
C 17.250 9.717 36.643
C 7.509 12.930 29.186
C 6.586 6.961 36.550
C 1.228 8.574 34.511
C 10.223 20.465 42.969
C -3.023 21.402 19.862
C 3.967 5.464 37.579
C -3.634 22.272 25.830
C -0.774 11.361 10.257
C 9.685 19.498 38.617
C 1.790 20.328 23.162
C 8.316 1.632 24.352
C 10.152 0.656 23.066
C 10.169 22.628 16.630
C 0.238 13.514 10.009
C 10.595 19.844 41.636
C 4.742 9.778 27.315
C -3.086 18.405 20.481
C 5.434 10.856 26.413
C 5.314 13.454 28.188
C -0.564 19.270 22.754
C 16.599 10.043 35.286
C 15.719 10.615 38.461
C 8.684 1.002 23.033
C -1.596 10.171 13.150
C 4.098 12.871 27.401
C 7.297 5.533 36.180
C 11.462 1.939 28.932
C 1.044 11.028 11.909
C 9.305 21.903 15.648
C -4.137 21.402 23.479
C 9.771 20.371 19.200
C -2.037 20.345 17.740
C 4.245 5.797 36.140
C -0.943 20.576 16.717
C -4.511 18.170 19.853
C 2.815 8.460 36.234
C -2.629 9.977 14.316
C 3.192 11.614 25.409
C 3.462 10.798 24.152
C -4.428 16.868 19.030
C 11.198 18.788 20.420
C 10.352 19.543 44.258
C -1.947 21.463 18.738
C 18.840 7.488 41.478
C -1.104 20.260 21.679
C 9.922 19.594 20.546
C 9.499 18.904 41.019
H -5.206 21.607 23.521
H 6.054 6.607 34.170
H 5.929 14.136 27.601
H -5.444 15.730 17.692
H 17.317 9.999 34.467
H 8.452 16.972 37.040
H -0.408 20.344 20.846
H -0.923 21.404 19.106
H -0.312 18.224 22.581
H 7.696 17.568 39.664
H 5.491 9.152 27.800
H 0.694 9.999 11.823
H 9.361 18.041 41.670
H 10.209 20.070 45.202
H 8.099 0.770 24.982
H 11.791 3.069 26.210
H 8.532 19.399 40.929
H 1.567 21.136 22.465
H 6.944 23.347 19.184
H -2.018 9.677 12.274
H 10.735 20.723 41.007
H -0.313 12.079 8.326
H 16.664 10.736 38.990
H -1.073 21.471 16.109
H 0.736 9.471 34.888
H 7.233 21.200 16.126
H -4.618 22.740 25.863
H 2.277 7.708 36.810
H -2.055 22.424 18.234
H 3.543 4.478 37.766
H 6.629 23.595 17.418
H 15.503 11.434 37.774
H 6.984 4.969 35.302
H 19.707 8.127 41.308
H 4.855 5.026 35.670
H -1.458 19.138 23.363
H 11.105 0.784 24.990
H 8.044 0.134 22.881
H 11.910 4.061 28.428
H 8.914 16.434 39.249
H -5.282 18.081 20.619
H 1.044 13.472 11.924
H -4.108 19.168 22.892
H 17.865 10.545 36.995
H 1.084 11.569 9.202
H -1.872 19.334 18.111
H 1.746 11.381 11.154
H -5.787 17.399 17.437
H 4.120 10.238 28.084
H 4.891 14.151 28.912
H 4.531 13.863 24.723
H 11.282 18.975 44.250
H 10.692 20.923 19.010
H 10.619 20.058 38.668
H 3.471 13.726 27.147
H 9.661 19.527 18.519
H 16.219 11.060 35.189
H 1.210 8.607 33.422
H -4.034 21.399 19.452
H 9.526 18.834 44.309
H 7.780 12.291 30.027
H -1.006 19.694 16.081
H 5.636 8.322 34.276
H 8.387 5.564 36.173
H 8.128 12.715 28.315
H 11.436 17.453 38.422
H 11.224 18.104 19.572
H -0.572 14.156 9.664
H 10.239 -0.429 23.106
H 0.059 20.566 24.409
H -1.222 21.260 22.096
H -2.022 11.576 15.452
H 3.398 5.975 35.478
H 1.156 14.102 9.982
H 18.297 9.105 39.365
H -3.657 10.287 14.125
H 6.084 22.115 18.349
H -3.146 10.579 16.262
H 4.782 9.204 36.070
H 10.766 21.393 43.150
H 10.553 1.357 28.781
H 11.985 19.519 20.233
H -2.524 20.765 24.818
H 9.848 21.117 15.124
H 10.683 0.885 22.142
H 8.838 4.246 24.956
H 8.494 21.927 19.990
H 2.540 11.132 26.137
H -2.684 8.919 14.571
H 9.034 19.055 20.875
H -3.518 16.980 18.441
H 11.704 2.085 29.984
H 11.886 18.548 39.737
H -4.901 20.238 21.702
H 4.141 9.220 26.597
H -2.982 23.029 25.395
H -3.505 22.222 23.137
H -4.146 20.244 25.356
H 14.681 9.174 34.534
H -0.661 9.633 13.308
H 7.453 2.298 24.326
H -2.868 17.613 21.197
H -2.239 12.109 12.548
H 15.413 7.905 38.962
H -2.216 18.307 19.832
H 2.531 10.639 23.607
H 4.885 5.414 38.164
H -3.187 22.087 26.807
H 5.566 12.542 24.294
H -3.054 22.342 20.414
H 2.462 20.700 23.935
H -1.447 10.020 16.248
H 10.797 21.868 17.095
H 8.779 2.889 26.546
H 7.626 20.541 19.154
H 8.915 3.718 23.195
H 9.226 20.891 42.857
H 2.340 9.364 36.614
H 19.195 6.653 42.082
H -2.927 20.333 17.111
H -0.642 14.055 11.990
H 0.896 19.082 24.559
H 11.523 19.278 41.722
H 14.833 10.440 39.071
H 10.325 4.368 24.131
H 14.162 9.841 36.753
H -0.741 10.285 10.086
H 17.922 8.859 36.663
H 8.933 22.415 14.760
H 4.475 8.283 37.612
H 17.407 6.357 40.278
H 9.847 23.382 18.696
H 3.406 6.180 38.181
H 18.241 8.100 42.153
H 11.507 18.156 21.252
H -1.814 11.683 10.206
H 2.288 19.497 22.661
H -4.781 18.921 19.111
H 16.660 7.358 37.916
H 8.388 20.251 16.805
H 6.490 7.056 37.631
H 7.086 4.740 36.898
H 10.314 18.520 36.738
H 10.807 23.455 16.320
H 18.772 6.621 39.407
H 6.386 11.169 26.841
H 8.952 19.699 36.634
H 9.718 1.449 26.602
H 11.513 2.099 23.864
H 14.342 8.190 36.923
H 8.907 24.129 17.372
H 8.457 1.654 22.190
H 2.608 12.499 25.158
H -6.522 16.343 18.875
H 10.739 4.362 26.478
H 4.419 7.052 33.810
H 5.575 10.483 25.399
H -0.921 12.185 13.686
H 10.261 3.711 28.791
H 7.191 7.832 36.299
H 1.246 11.334 12.936
H 12.292 1.511 28.372
H 11.295 16.924 40.177
H 15.867 8.001 35.080
H 0.567 7.761 34.810
H 10.048 20.378 21.292
H 7.287 18.187 37.524
H 16.978 8.917 40.444
H 3.508 12.191 28.014
H -4.251 16.039 19.715
H 0.062 20.595 17.139
H 3.846 9.793 24.326
H 8.860 20.158 38.885
H 4.139 11.125 23.362
H 6.114 13.440 25.580
H 7.553 13.985 29.455
*
```

---

This record from OMol25 describes the ion CH4N2 with charge +1 in a non-equilibrium geometry. The level of theory is ωB97M-V with the def2-TZVPD basis set.

Its energy relative to the best compared isomer or geometry (same formula, charge and spin) is 28.6 kcal/mol. Its LUMO energy (alpha / beta) is -5.643 / -9.884 eV. The HOMO-LUMO gap (alpha / beta) comes out at 0.4797 / 0.3163 hartree.

```
! RIJCOSX wB97M-V def2-TZVPD def2/J DEFGRID3
* xyz 1 2
N 1.058 0.698 0.378
N -1.049 -0.355 -0.388
C 0.268 -0.301 -0.024
H 0.636 1.552 0.154
H -1.434 -1.207 0.008
H -1.489 0.380 0.173
H 0.614 -1.319 -0.117
*
```

---

This record from OMol25 describes the ion C4H11N2 with charge +2 in a non-equilibrium geometry. The level of theory is ωB97M-V with the def2-TZVPD basis set.

Its energy relative to the best compared isomer or geometry (same formula, charge and spin) is 183.5 kcal/mol. Its LUMO energy (alpha / beta) is -15.192 / -13.557 eV. The HOMO-LUMO gap (alpha / beta) comes out at 0.2110 / 0.3038 hartree.

```
! RIJCOSX wB97M-V def2-TZVPD def2/J DEFGRID3
* xyz 2 2
N 0.896 -1.307 -0.430
N -1.493 -0.734 -0.906
C -1.723 0.307 0.046
C 0.857 0.975 0.152
C -0.399 0.533 0.912
C 1.803 -0.209 0.056
H 1.510 -2.101 -0.401
H -0.496 -1.094 -0.875
H -0.203 -0.506 1.314
H -0.616 1.100 1.863
H -2.227 1.206 -0.463
H 2.210 -0.442 1.077
H 2.607 0.013 -0.664
H -1.868 -0.720 -1.946
H 1.331 1.922 0.471
H 0.479 0.906 -0.885
H -2.670 0.152 0.678
*
```